[1]
Formula: FHNO2S
Source: the OMol25 dataset
Level of theory: ωB97M-V/def2-TZVPD

```
6
Properties=species:S:1:pos:R:3:forces:R:3
N -0.0132 0.6106 -0.2191 1.21 2.01 -4.44
O 1.7821 0.2561 1.2285 -0.47 0.62 -0.73
O 1.7017 2.5365 0.1572 0.19 -0.27 -0.80
F -1.2504 1.1148 -0.8608 0.92 0.16 1.11
S 0.9929 1.4942 0.9001 0.02 0.88 2.57
H -0.3114 -0.1086 0.3007 -1.87 -3.41 2.28
```
Positions in Å, forces in eV/Å.

The net charge is -1.

Listed below, in e, are the Mulliken charges computed for each atom: N -0.1810; O -0.5849; O -0.5542; F -0.2916; S 0.3633; H 0.2483



[2]
Formula: C23H42CaF6O21P
Source: the OMol25 dataset
Level of theory: ωB97M-V/def2-TZVPD

```
94
Properties=species:S:1:pos:R:3:forces:R:3
Ca -3.9404 -0.0014 -0.8201 1.56 0.95 0.02
P -0.5916 0.1098 -1.2074 -0.07 -1.03 1.59
F 0.5397 -0.2076 -0.1373 0.23 0.05 -0.08
F -1.1167 -1.4381 -1.0577 -0.41 0.12 0.29
F -1.6167 0.5286 0.0474 -0.42 -0.41 0.42
F -1.9571 0.3684 -2.1134 0.40 0.32 -0.92
F -0.1450 1.6273 -1.2762 -0.21 0.09 -0.75
F 0.2817 -0.3548 -2.4317 -0.04 0.62 -0.49
C 2.6724 2.7493 -0.4950 0.06 -1.01 1.12
C 3.2457 3.2033 -1.8078 -0.88 -0.14 0.57
C 2.1960 3.3149 -2.9252 0.18 0.44 -0.21
O 2.4273 4.6225 -3.4616 0.02 -0.08 -0.27
C 3.3512 5.2863 -2.7335 0.50 -0.52 -0.35
O 3.8087 6.3362 -3.0373 -0.22 0.28 0.30
O 3.7402 4.5362 -1.6725 0.05 0.19 -0.25
H 2.4153 1.6870 -0.4832 -0.18 0.06 -0.49
H 1.7726 3.2676 -0.1625 0.06 0.34 -0.31
H 3.3888 2.7655 0.3311 0.23 0.50 -0.22
H 4.0545 2.5365 -2.1083 0.19 0.18 -0.02
H 1.1490 3.3020 -2.6288 0.10 -0.28 0.39
H 2.3654 2.5610 -3.6930 -0.07 0.12 -0.13
C -3.5644 2.4076 5.5209 0.03 -0.45 -0.10
C -3.4715 1.1401 4.6804 -1.63 0.04 1.00
C -4.8051 0.3327 4.7016 0.13 0.30 0.21
O -5.2406 0.3739 3.3306 -0.21 -0.55 -0.43
C -4.2867 0.8792 2.5745 0.71 -0.56 0.91
O -4.1976 0.7190 1.3778 -0.61 0.19 -0.54
O -3.3597 1.4909 3.2932 0.47 -0.10 -0.62
H -3.2897 2.2075 6.5559 0.39 0.06 -0.09
H -4.5947 2.7561 5.5857 0.02 0.20 -0.38
H -2.9277 3.1523 5.0491 0.06 0.20 0.39
H -2.6690 0.4708 4.9772 0.40 0.29 -0.32
H -5.5953 0.7811 5.2973 0.11 0.14 0.06
H -4.6743 -0.6969 5.0289 -0.02 -0.07 -0.30
C -0.3532 -1.8379 3.1635 -0.24 -0.19 -0.01
O 0.1429 -0.5111 3.0199 -0.05 -0.02 -0.23
C 1.4431 -0.4112 2.6461 -0.27 0.60 0.35
O 2.2338 -1.2927 2.6138 0.07 -0.35 -0.26
O 1.7524 0.8567 2.3486 0.71 -0.13 0.08
C 0.9728 1.9247 2.8251 -0.90 0.64 -0.11
H 0.4531 -2.5678 3.1511 0.06 0.08 0.18
H -1.0333 -2.0698 2.3387 0.06 0.17 -0.05
H -0.9155 -1.8725 4.0961 0.12 -0.11 0.05
H 0.6679 1.8171 3.8664 0.12 -0.21 0.01
H 0.0724 2.0529 2.2150 -0.03 -0.17 0.05
H 1.5463 2.8449 2.7344 0.29 -0.20 -0.06
C -1.7416 -2.6426 -3.9414 -0.25 0.93 -0.16
O -3.0361 -3.2711 -3.7506 0.71 -0.59 -0.37
C -3.8354 -2.7884 -2.8653 -0.27 -0.03 -0.01
O -3.6911 -1.7060 -2.3002 -0.45 0.14 0.26
O -4.8718 -3.5400 -2.6154 -0.37 0.13 0.56
C -4.9634 -4.8864 -3.1355 0.29 -0.04 0.19
H -1.9138 -1.6320 -4.3146 0.08 -0.07 -0.04
H -1.2197 -3.2239 -4.6887 -0.01 -0.21 0.11
H -1.2219 -2.5573 -2.9949 0.10 -0.27 0.01
H -4.0324 -5.4268 -2.9794 0.10 0.16 -0.13
H -5.2110 -4.8365 -4.1896 -0.14 -0.18 -0.02
H -5.7182 -5.3612 -2.5197 -0.26 0.06 -0.26
C -1.9108 3.5717 0.7195 0.64 -0.18 0.60
O -2.6311 4.2440 -0.3102 -0.22 0.18 0.06
C -3.4058 3.5738 -1.1167 0.31 0.31 -0.65
O -3.5836 2.3680 -1.1439 -0.57 -0.82 0.42
O -3.9436 4.4088 -1.9831 -0.10 0.10 0.36
C -5.0271 3.9367 -2.7681 -0.60 -0.22 -0.76
H -2.3639 2.6326 1.0119 -0.11 -0.10 -0.21
H -1.8657 4.2253 1.5890 -0.27 0.20 -0.18
H -0.8830 3.4102 0.4010 -0.10 -0.15 -0.23
H -5.7669 3.3732 -2.1980 0.15 0.15 0.29
H -4.7204 3.3060 -3.6048 0.38 0.05 0.15
H -5.5022 4.8195 -3.1853 0.05 0.05 0.11
C 4.9233 -4.8044 -0.8072 -0.35 0.23 -0.46
O 3.5071 -4.9584 -1.0220 0.19 -0.27 0.18
C 2.7339 -4.3014 -0.1671 -0.32 0.44 0.07
O 3.0766 -3.5115 0.6642 0.16 -0.15 0.12
O 1.4670 -4.6403 -0.4266 -0.18 -0.44 -0.89
C 0.4421 -3.9012 0.2113 0.18 -0.29 0.74
H 5.2116 -3.7823 -1.0510 0.05 -0.01 0.11
H 5.3524 -5.4898 -1.5307 0.25 -0.06 0.20
H 5.1965 -5.0257 0.2204 -0.01 -0.09 0.00
H 0.1501 -4.4637 1.1031 -0.03 0.25 0.12
H -0.4184 -3.8687 -0.4507 0.14 0.14 -0.20
H 0.8119 -2.9152 0.4889 -0.20 0.05 -0.04
C 3.6648 -0.5802 -1.4210 -0.10 -0.78 0.89
O 5.0832 -0.4770 -1.3226 0.28 0.11 -0.58
C 5.6515 -0.9933 -0.2307 -0.34 0.99 0.74
O 5.0595 -1.4721 0.6923 0.19 -0.54 0.03
O 6.9553 -0.7192 -0.2751 0.19 -0.25 -0.93
C 7.7710 -1.3835 0.6706 1.03 0.37 0.34
H 3.3944 -1.5414 -1.8637 0.03 0.22 -0.47
H 3.3243 0.2829 -1.9773 -0.09 -0.13 -0.23
H 3.2153 -0.6328 -0.4265 0.08 0.38 0.02
H 7.4766 -1.0933 1.6762 -0.21 -0.58 0.10
H 8.7946 -1.0228 0.5398 -0.25 0.35 -0.23
H 7.8687 -2.4501 0.4716 -0.67 -0.11 0.30
```
Positions in Å, forces in eV/Å.

The net charge is +1.

Listed below, in e, are the Mulliken charges computed for each atom: Ca 2.0575; P 1.7426; F -0.6859; F -0.3673; F -0.1965; F -0.4722; F -0.3804; F -0.4059; C -1.0125; C 0.6583; C -0.0398; O -0.4080; C 0.5201; O -0.5197; O -0.4571; H -0.1523; H 0.2837; H 0.4377; H 0.3502; H 0.0824; H 0.2422; C -1.3681; C 0.6494; C -0.5385; O -0.3946; C 0.3492; O -0.5333; O -0.1729; H 0.4123; H 0.3729; H 0.3069; H 0.1571; H 0.3203; H 0.2889; C -0.8544; O -0.0793; C 0.5094; O -0.4565; O -0.1526; C -0.6461; H 0.4073; H 0.1866; H 0.3028; H 0.4062; H 0.0511; H 0.2910; C -0.3109; O -0.3954; C 0.6633; O -0.5760; O -0.3415; C -0.6505; H 0.3182; H 0.3200; H -0.0503; H 0.3222; H 0.2970; H 0.2520; C 0.1716; O -0.3756; C 0.6071; O -0.3130; O -0.3417; C -0.7207; H -0.1380; H 0.4337; H -0.1247; H 0.2926; H 0.2909; H 0.2782; C -0.4812; O -0.3874; C 0.8031; O -0.4566; O -0.4256; C -0.2716; H 0.0922; H 0.2932; H 0.2890; H 0.3891; H 0.1387; H 0.0321; C -0.2410; O -0.3895; C 0.7141; O -0.4114; O -0.3767; C -0.6431; H 0.4258; H 0.1206; H -0.0254; H 0.2856; H 0.2506; H 0.2749



[3]
Formula: C4H5F
Source: the OMol25 dataset
Level of theory: ωB97M-V/def2-TZVPD

```
10
Properties=species:S:1:pos:R:3:forces:R:3
C -0.5692 -0.0664 -1.2526 -0.73 -5.72 2.18
C 0.1219 -0.7245 0.1391 -1.87 2.77 -1.67
C 0.6334 0.2949 1.0538 -0.49 -1.86 -2.23
C 0.7405 1.1258 1.8788 1.29 3.79 3.40
H -1.3723 -0.8292 -1.6050 1.21 1.09 0.68
H -1.0664 0.7907 -1.0314 -0.85 3.05 0.28
H 0.8202 -1.3352 -0.3511 1.10 -1.32 0.22
H -0.6444 -1.1722 0.7631 -0.12 -0.89 -0.57
H 0.9820 1.9460 2.6219 -0.56 -1.70 -1.47
F 0.3543 -0.0299 -2.2167 1.04 0.78 -0.82
```
Positions in Å, forces in eV/Å.

The structure (SMILES) is C#CCCF.

Listed below, in e, are the Mulliken charges computed for each atom: C -0.2980; C -0.6088; C -0.5773; C 0.1957; H 0.2083; H 0.3690; H 0.3110; H 0.2916; H 0.3733; F -0.2649



These records have relative energy (zero: lowest compared OMol25 entry of this formula, charge and spin) values of 2.386 2.399 1.714 eV, in the order they appear.
These records have HOMO level values of -3.59 -11.66 -10.01 eV, in the order they appear.
These records have gap between HOMO and LUMO values of 0.291 0.299 0.407 Ha, in the order they appear.